Molecular formula: BrClFNO
Method: DFT, wB97M-V/def2-TZVPD

Computed properties:
ΔE to the lowest compared entry with this formula, charge and spin = 343.57 kJ/mol
HOMO (alpha / beta) = -0.4196 / -0.3900 hartree
Kohn-Sham gap (alpha / beta) = 8.62 / 6.89 eV
E_tot = -88812.9303 eV

Geometry as XYZ:
```
5
BrClFNO, DFT wB97M-V/def2-TZVPD
N 0.892 -0.627 -0.515
O 0.323 0.337 -0.089
F 0.556 -1.853 0.033
Cl 0.181 0.693 1.762
Br -1.952 1.450 -1.191
```